Record 1
46
Properties=species:S:1:pos:R:3:forces:R:3 method="wB97M-V/def2-TZVPD" e_tot_ev=-44518.5082 smiles="CCOC(=O)N1CCN(S(=O)(=O)c2ccc3c4c(cccc24)C(=O)N3)CC1" relative_energy_ev=0.8942 orbital_gap_ev=7.9
S 1.0124 -2.0231 -2.2519 -0.2 -0.2 -0.2
O -1.0225 -0.4581 2.2406 0.0 0.1 0.4
O 0.7897 -1.9019 -3.6629 -0.2 0.2 0.1
O -2.1338 0.7147 0.6557 0.1 -0.2 -0.2
O 2.2671 4.1969 1.8437 0.0 -0.1 0.1
O 2.1655 -2.7357 -1.7871 0.0 0.1 0.3
N 1.3852 3.5196 -0.1696 -0.2 0.4 -0.4
N -1.4289 -1.3628 0.2011 0.1 -0.1 -0.2
N -0.3122 -2.8482 -1.6624 1.0 0.4 -0.4
C -0.2402 -3.4446 -0.3532 0.2 -0.2 0.4
C 1.1556 2.3345 -0.8361 -0.1 -0.5 -0.3
C -2.0794 -1.2238 -1.0882 -0.2 0.2 -0.1
C -2.4274 1.7335 1.6147 0.0 0.3 0.4
C 1.5942 -0.0613 -0.3087 0.1 0.6 0.3
C 2.6149 0.9862 2.1530 -0.1 0.5 -0.2
C 0.5879 0.6448 -2.3982 0.0 -0.3 -0.1
C 2.1174 1.8394 1.1999 0.0 -0.7 -0.2
C -1.4849 -0.3709 1.1285 0.0 0.1 -0.1
C 0.6214 2.0109 -2.0566 0.1 0.4 0.4
C -1.3058 2.7480 1.7532 -0.2 -0.4 -0.2
C 1.0475 -0.3565 -1.5795 -0.1 -0.7 -0.7
C 1.6132 1.2990 0.0074 0.1 -0.2 0.2
C -1.1445 -2.7101 0.6506 0.0 0.0 0.2
C 2.6185 -0.3893 1.8585 0.0 -0.2 0.0
C 2.1428 -0.9100 0.6763 0.1 0.0 0.1
C 1.9694 3.3131 1.0799 0.1 0.4 0.3
C -1.6110 -2.3541 -2.0252 -0.4 0.3 -0.2
H -0.4100 2.2599 2.1276 0.1 0.0 0.1
H 1.1858 4.4394 -0.5288 0.1 -0.1 0.1
H 0.2092 0.3544 -3.3665 0.0 0.0 -0.1
H -0.5506 -4.4940 -0.4269 0.1 0.1 0.0
H -3.3391 2.2068 1.2423 0.1 -0.1 0.1
H -1.6016 3.5222 2.4553 0.0 0.1 0.1
H 0.2541 2.7517 -2.7490 0.0 0.1 -0.1
H 2.2202 -1.9669 0.4808 0.0 -0.1 0.1
H -2.6221 1.2589 2.5815 -0.1 0.1 -0.2
H -2.3110 -3.1949 -1.9894 0.1 0.0 -0.1
H -1.0922 3.2045 0.7906 0.0 0.1 -0.1
H 3.0010 1.3491 3.0926 0.0 0.0 0.1
H -3.1719 -1.2551 -0.9762 0.1 0.0 -0.1
H -1.8092 -0.2464 -1.4924 -0.1 -0.2 0.0
H -0.6717 -2.6309 1.6303 -0.1 -0.1 -0.1
H 0.8077 -3.4274 -0.0600 -0.1 -0.1 0.2
H -1.5420 -2.0017 -3.0541 -0.3 0.0 0.0
H -2.0923 -3.2541 0.7623 0.1 0.0 0.1
H 3.0236 -1.0657 2.5963 0.0 -0.1 0.0

Record 2
39
Properties=species:S:1:pos:R:3:forces:R:3 method="wB97M-V/def2-TZVPD" e_tot_ev=-35330.9438 total_charge=+2 orbital_gap_ev=4.5
In 4.3796 -2.0891 -3.8468 0.3 -0.1 -0.3
In 0.8063 -1.1818 -0.3953 -0.1 1.2 -2.5
F -3.7293 -1.6824 -1.8781 0.1 0.3 0.3
F -4.3038 -0.5313 -0.1086 0.5 0.0 -0.7
F -3.4141 0.4605 -1.8480 -0.1 -0.3 0.2
O 0.3997 4.5809 -0.4028 -0.4 0.4 -0.3
O 1.2435 -2.0641 2.5580 0.4 1.2 -1.3
O -2.1658 -0.8066 -0.5097 -0.3 0.0 -0.1
C -3.4086 -0.6465 -1.0929 -0.2 0.1 0.3
C 0.7055 -2.5758 1.5142 0.0 -2.7 3.0
C 0.8250 1.6895 -1.1288 -0.8 -1.1 0.6
C 2.2752 -1.8168 -1.9751 -0.4 0.1 0.0
C 0.6683 -0.8713 3.1661 -1.0 -0.1 1.6
C 1.2847 0.9387 0.1168 0.9 0.6 1.0
C -0.4469 3.5606 0.0478 0.0 -0.3 0.1
C -1.2159 -1.4713 -1.3158 0.3 -1.0 0.7
C -0.5324 2.3611 -0.8815 0.6 -0.3 -0.1
C -0.8297 -0.7015 3.0426 0.5 0.4 -0.4
H 3.0321 -2.4989 -1.5939 0.1 0.0 0.2
H 0.9156 -0.9419 4.2174 0.4 -0.3 0.2
H 1.3015 4.2724 -0.4465 0.4 0.0 0.1
H 1.7194 -2.2848 -2.7846 -0.2 -0.3 0.0
H -0.3214 -2.9417 1.6071 -0.7 1.3 -0.7
H -0.9594 2.6206 -1.8424 -0.2 0.2 -0.1
H -1.1999 -1.1472 -2.3528 0.2 0.4 -0.1
H -1.4044 -2.5386 -1.2971 -0.1 -0.2 -0.2
H 1.2514 -0.0329 2.7991 0.2 0.0 -0.5
H 2.3465 1.0330 0.3132 0.3 -0.3 -0.1
H -1.1427 -0.0833 3.8735 -0.1 0.1 0.3
H 1.5973 2.3889 -1.4348 0.3 0.0 -0.2
H -1.4447 3.9646 0.1486 -0.2 0.3 0.0
H 1.3395 -3.3883 1.1458 0.4 0.4 -0.8
H 0.7912 1.2803 1.0141 -0.4 -0.1 0.2
H -0.1529 3.2383 1.0499 0.1 -0.1 0.2
H -1.1640 1.6182 -0.3985 -0.4 -0.1 -0.1
H -1.3815 -1.6294 3.0942 -0.1 -0.2 0.1
H 2.7101 -0.9053 -2.3830 0.1 0.4 0.3
H -1.0897 -0.1379 2.1545 -0.3 -0.2 -0.4
H 0.7148 0.9613 -1.9456 0.0 0.2 -0.5

Record 3
18
Properties=species:S:1:pos:R:3:forces:R:3 method="wB97M-V/def2-TZVPD" e_tot_ev=-41863.8537 total_charge=+3 spin_multiplicity=5 orbital_gap_ev="6.2 / 6.5" s_squared=6.02
Pm -0.4477 -0.1585 -1.3094 0.2 2.7 2.2
S -0.2114 0.3294 1.4024 -0.5 -0.1 -0.7
O -0.2874 2.7507 -3.4396 -0.2 -4.6 3.1
O -3.0166 -2.5017 -0.8658 3.6 4.2 -1.1
O -0.2905 -2.7930 -3.8618 -0.2 4.9 3.4
O 2.1496 -2.5142 -0.9961 -3.9 4.0 -1.2
C -0.8247 1.3104 2.7855 -0.2 -0.1 0.4
C 1.3614 -1.6949 -1.2192 6.1 -5.6 1.7
C -0.3372 -1.8547 -3.1783 0.1 -5.8 -4.8
C 1.5542 0.6039 1.3700 0.7 -0.5 0.1
C -2.2587 -1.6553 -1.0835 -6.0 -6.0 1.6
C -0.3263 1.7976 -2.7885 0.3 6.2 -4.3
H -0.4509 2.3277 2.6862 -0.1 0.0 -0.1
H 2.0495 -0.2707 1.8049 0.0 0.2 -0.1
H -1.9111 1.2675 2.7173 0.0 0.1 0.2
H 1.8256 1.4942 1.9444 -0.1 0.0 -0.3
H -0.4574 0.8402 3.7046 -0.2 0.1 -0.2
H 1.8797 0.7213 0.3268 0.3 0.2 0.1

Record 4
56
Properties=species:S:1:pos:R:3:forces:R:3 method="wB97M-V/def2-TZVPD" e_tot_ev=-35358.9159 total_charge=+1 relative_energy_ev=0.4259 spin_multiplicity=2 orbital_gap_ev="10.1 / 6.1" s_squared=0.76
O -1.1093 -1.8818 -3.0311 -0.5 -0.7 -0.1
O -0.5532 -3.2660 -0.1609 -0.2 0.1 0.2
O 1.4281 1.4932 -2.5861 0.0 0.7 1.0
O -2.2903 -3.9559 1.7694 1.0 0.8 -1.0
O -3.6553 3.0185 0.5090 0.0 -0.2 -0.3
O 2.8789 -0.8748 3.1420 -0.1 -0.3 -0.1
O -0.7746 3.0593 -2.2684 -1.3 -0.2 -0.5
O 3.3665 -1.0813 0.5605 -0.2 0.1 -1.1
O 2.1433 -1.1494 -2.9412 0.5 0.8 0.4
O 2.0996 -3.8947 -0.6067 -0.5 -1.2 -0.4
O 1.0636 1.1057 3.6280 -0.1 0.4 -0.1
O 1.1723 -3.4781 -3.6371 0.8 -0.6 -0.5
O -1.6657 -1.4196 2.2655 -0.1 -0.1 0.4
N -1.1846 1.3917 0.9087 0.0 1.5 2.2
N -0.8916 0.3520 -1.2511 0.0 0.3 -0.3
C 0.0233 4.4624 1.0227 -1.9 -1.6 -1.1
C -0.1255 3.4021 2.1135 1.9 1.3 0.9
C -0.1133 1.9524 1.7329 -0.2 -1.3 -2.0
C 0.0366 1.0853 3.0319 0.1 -0.3 0.5
C -1.1333 0.1584 0.1522 0.4 -0.3 -0.3
H -2.0961 1.7121 1.2446 -0.2 0.2 -0.6
H -0.8995 4.3744 0.4150 0.2 0.7 0.2
H -0.8743 3.7385 2.8365 -0.2 -0.5 -0.2
H 2.4856 -4.7566 -0.3882 0.0 0.4 0.0
H 0.0828 5.4250 1.5067 0.3 0.3 -0.3
H 1.5427 0.5527 -2.8038 0.3 0.2 -1.2
H -0.2149 2.9935 -1.5061 0.8 0.3 0.2
H 3.7293 -0.4100 -0.0479 0.1 -0.6 0.6
H -0.4700 3.7482 -2.8578 0.2 0.4 0.2
H 0.2448 -3.3107 -3.4957 -0.4 0.3 0.2
H -1.5900 -3.7407 1.0760 -0.2 -0.9 0.7
H -0.3040 -0.4310 0.5707 -0.4 0.0 -0.2
H -0.8079 0.4734 3.3627 -0.2 0.1 -0.1
H 1.0330 2.0819 -3.2512 0.2 -1.3 0.1
H 3.8813 -1.1216 1.3783 0.0 0.3 -0.1
H -3.6414 2.3399 -0.1799 -0.2 0.3 0.0
H 2.0972 -0.8989 2.5706 0.4 -0.1 0.2
H 1.7689 -1.4847 -2.1245 -0.1 -0.4 0.0
H 0.7939 4.2153 0.2900 0.5 0.4 0.5
H 2.7030 -3.2291 -0.2986 0.6 0.7 0.4
H -2.1250 -1.1059 3.0478 -0.2 -0.2 0.2
H 0.7853 1.7138 1.1552 0.3 0.1 0.2
H 2.9005 0.0277 3.4623 0.1 0.1 0.2
H -0.8168 -2.8322 -0.9807 0.1 -0.1 -0.3
H -4.2651 3.6860 0.1599 0.2 -0.1 0.2
H -1.5298 0.9363 -1.7857 -0.2 0.1 0.5
H -2.0892 -0.3128 0.3715 0.3 -0.3 -0.3
H 0.8524 3.4777 2.6426 -0.7 -0.2 0.2
H 2.4321 -1.9436 -3.4109 -0.5 0.1 -0.1
H 0.2034 -3.8469 -0.3446 0.1 0.4 -0.1
H 1.4781 -4.0815 -2.9572 -0.2 -0.2 0.2
H -1.3199 -1.0304 -2.6236 0.1 0.0 0.1
H -1.9096 -2.2234 -3.4611 0.2 0.3 0.2
H -2.9984 -3.5272 1.2846 -1.0 -0.3 0.2
H -1.8099 -2.4074 2.2759 0.0 0.4 0.1
H 0.0319 0.7187 -1.4869 0.1 0.0 0.1